No. 1
{
  "formula": "C3H9N2O4S2Yb",
  "method": "ωB97M-V/def2-TZVPD",
  "homo_lumo_gap_ev": 7.05,
  "max_force_ha_per_bohr": 0.09003,
  "lumo_ev": -5.873,
  "total_energy_ha": -2484.90729,
  "total_charge": 1,
  "spin_multiplicity": 1,
  "elements": ["C", "C", "N", "S", "O", "O", "N", "S", "C", "O", "O", "H", "H", "H", "H", "H", "H", "H", "H", "H", "Yb"],
  "coordinates": [[2.12, -0.86, 1.21], [1.92, -0.96, -0.29], [1.75, 0.37, -0.95], [0.32, 1.19, -0.47], [-0.10, 1.90, -1.76], [0.76, 2.17, 0.46], [-0.64, 0.12, -0.02], [-2.18, 0.62, 0.35], [-3.02, -0.93, 0.35], [-2.71, 1.45, -0.70], [-2.22, 1.16, 1.67], [3.14, -1.06, 1.48], [1.85, 0.12, 1.58], [1.46, -1.55, 1.72], [2.83, -1.36, -0.72], [1.13, -1.63, -0.56], [1.67, 0.18, -1.95], [-2.29, -1.72, 0.28], [-3.53, -1.03, 1.29], [-3.68, -0.99, -0.51], [1.42, 2.81, -2.46]],
  "lowdin_charge": [-0.066, -0.268, -0.172, 0.480, -0.503, -0.277, -0.290, 0.523, -0.119, -0.306, -0.279, 0.078, 0.063, 0.083, 0.115, 0.105, 0.071, 0.061, 0.071, 0.070, 1.561]
}

=====

No. 2
{
  "formula": "C7H8N3O",
  "method": "ωB97M-V/def2-TZVPD",
  "homo_lumo_gap_ev": [6.90, 4.80],
  "max_force_ha_per_bohr": 0.15502,
  "lumo_ev": [-4.357, -8.813],
  "total_energy_ha": -510.62026,
  "total_charge": 1,
  "spin_multiplicity": 3,
  "elements": ["C", "C", "C", "C", "C", "C", "C", "N", "N", "N", "O", "H", "H", "H", "H", "H", "H", "H", "H"],
  "coordinates": [[1.30, -1.48, 0.49], [2.61, -1.10, 0.49], [0.24, -0.59, 0.09], [0.58, 0.86, -0.40], [2.95, 0.33, 0.10], [-2.13, -0.39, -0.40], [-3.20, -0.02, 0.43], [-0.98, -0.87, 0.05], [1.86, 1.20, -0.25], [-0.48, 1.50, -0.74], [4.01, 0.82, -0.05], [1.05, -2.56, 0.64], [3.35, -1.78, 0.79], [-2.44, -0.43, -1.49], [-3.81, 0.70, -0.04], [-2.79, 0.19, 1.46], [-3.86, -0.95, 0.52], [2.05, 2.10, -0.60], [-0.34, 2.48, -1.08]],
  "lowdin_charge": [0.039, 0.090, -0.210, -0.282, -0.387, -0.104, -0.042, 0.171, 0.240, 0.236, 0.147, 0.151, 0.113, 0.171, 0.088, 0.134, 0.149, 0.164, 0.129]
}

=====

No. 3
{
  "formula": "C3HN3O2",
  "method": "ωB97M-V/def2-TZVPD",
  "homo_lumo_gap_ev": 9.90,
  "max_force_ha_per_bohr": 0.16888,
  "lumo_ev": -0.649,
  "total_energy_ha": -429.54590,
  "spin_multiplicity": 1,
  "elements": ["C", "C", "C", "H", "N", "N", "N", "O", "O"],
  "coordinates": [[-1.02, 0.50, 0.54], [0.40, -0.75, -0.15], [1.77, -1.02, -0.40], [-0.66, 2.43, 0.25], [-1.57, -0.74, 0.26], [-0.54, -1.50, -0.11], [2.75, -1.27, -0.98], [-1.50, 1.82, 0.34], [0.38, 0.53, 0.26]],
  "lowdin_charge": [-0.235, -0.473, -0.096, 0.176, 0.126, 0.120, 0.194, 0.051, 0.137]
}

=====

No. 4
{
  "formula": "C35H33AsIrNO5S",
  "method": "ωB97M-V/def2-TZVPD",
  "homo_lumo_gap_ev": [8.13, 7.45],
  "max_force_ha_per_bohr": 0.01474,
  "lumo_ev": [-2.421, -4.555],
  "total_energy_ha": -4522.38519,
  "total_charge": 1,
  "spin_multiplicity": 6,
  "elements": ["Ir", "C", "C", "C", "C", "C", "C", "C", "C", "C", "C", "H", "H", "H", "H", "H", "H", "H", "H", "H", "H", "H", "H", "H", "H", "S", "O", "As", "C", "C", "C", "C", "C", "C", "C", "C", "C", "C", "C", "C", "C", "C", "C", "C", "C", "C", "H", "H", "H", "H", "H", "H", "H", "H", "H", "H", "H", "H", "H", "H", "H", "O", "C", "O", "C", "C", "C", "C", "C", "C", "N", "O", "O", "H", "H", "H", "H"],
  "coordinates": [[1.19, 1.66, 0.35], [3.40, -2.34, 0.56], [3.06, -1.98, -0.88], [4.04, -2.63, -1.86], [2.99, -0.49, -1.13], [2.36, 0.00, -2.27], [2.25, 1.36, -2.52], [2.83, 2.31, -1.67], [2.81, 3.76, -2.02], [3.49, 1.83, -0.52], [3.55, 0.45, -0.25], [3.27, -3.41, 0.70], [2.75, -1.82, 1.27], [4.43, -2.10, 0.79], [2.06, -2.37, -1.10], [5.06, -2.28, -1.67], [3.80, -2.40, -2.90], [4.03, -3.71, -1.74], [1.91, -0.71, -2.96], [1.71, 1.70, -3.40], [1.82, 4.09, -2.32], [3.49, 3.95, -2.86], [3.14, 4.37, -1.18], [4.02, 2.52, 0.11], [4.04, 0.13, 0.65], [1.06, 3.77, 1.00], [-0.48, 1.51, -0.85], [-1.54, 0.31, -1.41], [-3.14, 0.47, -0.39], [-3.22, 1.42, 0.62], [-4.38, 1.52, 1.37], [-5.46, 0.69, 1.09], [-5.38, -0.26, 0.08], [-4.22, -0.38, -0.67], [-1.90, 0.73, -3.23], [-1.12, 0.27, -4.28], [-1.38, 0.71, -5.57], [-2.41, 1.61, -5.80], [-3.18, 2.08, -4.75], [-2.93, 1.64, -3.46], [-0.88, -1.47, -1.14], [-0.52, -1.78, 0.18], [-0.13, -3.07, 0.49], [-0.10, -4.05, -0.49], [-0.47, -3.74, -1.79], [-0.86, -2.46, -2.12], [-2.36, 2.05, 0.83], [-4.45, 2.25, 2.16], [-6.36, 0.77, 1.67], [-6.22, -0.91, -0.13], [-4.15, -1.12, -1.46], [-0.29, -0.40, -4.11], [-0.77, 0.36, -6.39], [-2.61, 1.95, -6.81], [-3.98, 2.78, -4.93], [-3.54, 2.00, -2.64], [-0.59, -1.03, 0.95], [0.13, -3.32, 1.51], [0.19, -5.06, -0.23], [-0.46, -4.51, -2.55], [-1.19, -2.24, -3.13], [-0.26, 1.02, 2.09], [0.74, 0.72, 2.78], [1.89, 0.69, 2.23], [0.60, 0.41, 4.22], [1.64, -0.21, 4.93], [1.48, -0.50, 6.27], [0.30, -0.18, 6.93], [-0.71, 0.43, 6.20], [-0.59, 0.73, 4.86], [-1.96, 0.77, 6.88], [-2.05, 0.49, 8.05], [-2.83, 1.29, 6.22], [2.55, -0.44, 4.41], [2.28, -0.99, 6.81], [0.15, -0.39, 7.97], [-1.40, 1.20, 4.33]],
  "lowdin_charge": [1.156, -0.064, -0.377, -0.042, -0.202, -0.030, -0.042, -0.353, -0.055, -0.151, -0.061, 0.087, 0.068, 0.087, 0.110, 0.091, 0.078, 0.085, 0.116, 0.125, 0.088, 0.097, 0.069, 0.125, 0.116, 0.289, -0.623, 1.272, -0.320, -0.077, -0.052, -0.057, -0.064, -0.088, -0.294, -0.103, -0.062, -0.056, -0.056, -0.080, -0.298, -0.088, -0.064, -0.063, -0.063, -0.089, 0.095, 0.114, 0.112, 0.112, 0.113, 0.088, 0.113, 0.114, 0.115, 0.112, 0.089, 0.118, 0.116, 0.114, 0.098, -0.108, -0.629, -0.119, -0.116, 0.006, -0.035, 0.023, -0.123, 0.076, -0.362, 0.100, 0.090, 0.121, 0.114, 0.127, 0.131]
}

=====

No. 5
{
  "formula": "C23H17N3OS3",
  "method": "ωB97M-V/def2-TZVPD",
  "smiles": "CSc1nc2ccc3nc(NC(=O)C(c4ccccc4)c4ccccc4)sc3c2s1",
  "homo_lumo_gap_ev": 8.22,
  "max_force_ha_per_bohr": 0.02415,
  "lumo_ev": 0.156,
  "total_energy_ha": -2320.79040,
  "spin_multiplicity": 1,
  "elements": ["C", "S", "C", "N", "C", "C", "C", "C", "N", "C", "N", "C", "O", "C", "C", "C", "C", "C", "C", "C", "C", "C", "C", "C", "C", "C", "S", "C", "C", "S", "H", "H", "H", "H", "H", "H", "H", "H", "H", "H", "H", "H", "H", "H", "H", "H", "H"],
  "coordinates": [[4.67, 3.88, -0.45], [5.14, 2.63, -1.68], [3.69, 1.70, -1.78], [3.57, 0.70, -2.56], [2.34, 0.11, -2.48], [1.93, -1.01, -3.21], [0.67, -1.51, -3.04], [-0.21, -0.91, -2.12], [-1.46, -1.35, -1.83], [-2.02, -0.66, -0.91], [-3.30, -0.88, -0.46], [-3.73, -1.24, 0.80], [-4.91, -1.45, 0.98], [-2.69, -1.41, 1.89], [-1.46, -2.12, 1.35], [-1.64, -3.33, 0.69], [-0.56, -3.99, 0.13], [0.71, -3.46, 0.23], [0.90, -2.28, 0.92], [-0.17, -1.61, 1.48], [-2.42, -0.12, 2.63], [-1.71, -0.17, 3.82], [-1.44, 0.99, 4.53], [-1.88, 2.21, 4.05], [-2.61, 2.27, 2.88], [-2.88, 1.11, 2.17], [-1.08, 0.74, -0.33], [0.19, 0.22, -1.38], [1.47, 0.73, -1.56], [2.24, 2.08, -0.79], [4.43, 3.40, 0.49], [3.83, 4.46, -0.82], [5.54, 4.52, -0.33], [2.63, -1.45, -3.90], [0.32, -2.38, -3.58], [-4.00, -1.03, -1.18], [-3.16, -2.09, 2.61], [-2.63, -3.74, 0.60], [-0.72, -4.92, -0.39], [1.55, -3.97, -0.22], [1.90, -1.86, 1.01], [0.00, -0.68, 2.00], [-1.37, -1.12, 4.20], [-0.88, 0.94, 5.45], [-1.67, 3.12, 4.60], [-2.97, 3.21, 2.51], [-3.46, 1.17, 1.26]],
  "lowdin_charge": [-0.418, 0.886, -0.915, 0.032, -0.317, -0.005, -0.009, -0.310, 0.152, -0.571, 0.126, -0.458, 0.102, -0.138, -0.212, -0.038, -0.073, -0.084, -0.070, -0.072, -0.206, -0.044, -0.074, -0.086, -0.074, -0.084, 1.132, -0.466, -0.480, 1.032, 0.026, 0.027, 0.035, 0.114, 0.115, 0.167, 0.169, 0.126, 0.105, 0.104, 0.110, 0.103, 0.125, 0.104, 0.102, 0.106, 0.104]
}

=====

No. 6
{
  "formula": "C23H32N4O3",
  "method": "ωB97M-V/def2-TZVPD",
  "smiles": "COc1ccc(C(=O)N[C@H](C)Cc2cnccn2)cc1OC1CCN(C(C)C)CC1",
  "homo_lumo_gap_ev": 8.52,
  "max_force_ha_per_bohr": 0.01018,
  "lumo_ev": 0.394,
  "total_energy_ha": -1340.37055,
  "spin_multiplicity": 1,
  "elements": ["C", "O", "C", "C", "C", "C", "C", "O", "N", "C", "C", "C", "C", "C", "N", "C", "C", "N", "C", "C", "O", "C", "C", "C", "N", "C", "C", "C", "C", "C", "H", "H", "H", "H", "H", "H", "H", "H", "H", "H", "H", "H", "H", "H", "H", "H", "H", "H", "H", "H", "H", "H", "H", "H", "H", "H", "H", "H", "H", "H", "H", "H"],
  "coordinates": [[-3.82, 3.05, 1.40], [-4.41, 1.80, 1.12], [-3.67, 0.72, 0.77], [-4.40, -0.46, 0.69], [-3.82, -1.66, 0.34], [-2.46, -1.71, 0.08], [-1.87, -3.03, -0.30], [-2.52, -3.91, -0.82], [-0.56, -3.19, 0.02], [0.19, -4.36, -0.39], [1.19, -4.75, 0.70], [0.91, -4.09, -1.73], [-0.12, -3.74, -2.75], [-0.53, -2.43, -2.99], [-1.54, -2.14, -3.78], [-2.16, -3.15, -4.36], [-1.73, -4.46, -4.19], [-0.71, -4.75, -3.39], [-1.72, -0.54, 0.13], [-2.29, 0.68, 0.47], [-1.60, 1.87, 0.49], [-0.19, 1.89, 0.39], [0.48, 1.38, 1.67], [1.99, 1.58, 1.57], [2.28, 2.98, 1.40], [3.66, 3.36, 1.68], [4.67, 2.97, 0.59], [3.75, 4.86, 1.98], [1.73, 3.47, 0.15], [0.21, 3.35, 0.18], [-4.65, 3.69, 1.72], [-3.09, 2.98, 2.20], [-3.35, 3.49, 0.52], [-5.46, -0.40, 0.91], [-4.40, -2.57, 0.28], [-0.04, -2.44, 0.45], [-0.54, -5.16, -0.54], [0.66, -4.92, 1.64], [1.71, -5.66, 0.42], [1.92, -3.96, 0.85], [1.63, -3.28, -1.61], [1.43, -5.00, -2.03], [-0.02, -1.59, -2.53], [-3.01, -2.91, -4.98], [-2.19, -5.30, -4.69], [-0.67, -0.56, -0.13], [0.14, 1.31, -0.48], [0.10, 1.96, 2.51], [0.25, 0.33, 1.85], [2.47, 1.23, 2.49], [2.38, 0.97, 0.73], [3.93, 2.83, 2.60], [5.68, 3.19, 0.93], [4.62, 1.90, 0.38], [4.49, 3.52, -0.32], [4.71, 5.08, 2.45], [3.68, 5.45, 1.07], [2.95, 5.15, 2.65], [2.01, 4.51, 0.02], [2.12, 2.90, -0.72], [-0.22, 3.72, -0.75], [-0.18, 3.94, 1.01]],
  "lowdin_charge": [-0.070, -0.061, -0.188, 0.015, -0.012, -0.133, -0.456, 0.072, 0.099, -0.358, -0.048, -0.092, -0.288, -0.106, 0.090, -0.123, -0.112, 0.137, 0.032, -0.161, -0.046, -0.332, -0.104, -0.188, -0.154, -0.425, -0.055, -0.061, -0.184, -0.101, 0.094, 0.096, 0.093, 0.123, 0.119, 0.132, 0.149, 0.081, 0.080, 0.077, 0.119, 0.122, 0.110, 0.101, 0.104, 0.098, 0.150, 0.132, 0.110, 0.125, 0.124, 0.134, 0.077, 0.070, 0.073, 0.076, 0.068, 0.080, 0.118, 0.128, 0.124, 0.128]
}

=====

No. 7
{
  "formula": "C4H9NOS",
  "method": "ωB97M-V/def2-TZVPD",
  "smiles": "NC(=O)CCCS",
  "homo_lumo_gap_ev": 9.55,
  "max_force_ha_per_bohr": 0.09840,
  "lumo_ev": 0.718,
  "total_energy_ha": -685.96258,
  "spin_multiplicity": 1,
  "elements": ["N", "C", "O", "C", "C", "C", "S", "H", "H", "H", "H", "H", "H", "H", "H", "H"],
  "coordinates": [[1.11, 1.60, 0.80], [1.04, 0.17, 0.75], [1.32, -0.45, 1.79], [0.86, -0.44, -0.66], [-0.60, -0.14, -1.27], [-1.55, -0.21, -0.01], [-1.49, -1.78, 0.87], [1.46, 2.28, 1.52], [0.81, 1.94, -0.15], [1.57, 0.12, -1.33], [1.24, -1.46, -0.69], [-0.55, 0.78, -1.73], [-0.77, -0.91, -2.04], [-1.35, 0.60, 0.78], [-2.66, -0.25, -0.34], [-0.44, -1.86, 1.70]],
  "lowdin_charge": [0.108, -0.534, -0.007, -0.141, -0.205, -0.569, 0.705, 0.131, 0.094, 0.119, 0.112, 0.054, 0.110, 0.084, 0.083, -0.143]
}

=====

No. 8
{
  "formula": "C14H71BF4NO26P2",
  "method": "ωB97M-V/def2-TZVPD",
  "homo_lumo_gap_ev": 6.53,
  "max_force_ha_per_bohr": 0.05861,
  "lumo_ev": 1.669,
  "total_energy_ha": -3694.18456,
  "total_charge": -1,
  "spin_multiplicity": 1,
  "elements": ["C", "C", "C", "C", "C", "C", "B", "C", "O", "C", "N", "C", "C", "C", "C", "P", "P", "O", "O", "O", "C", "F", "F", "C", "F", "F", "O", "H", "H", "H", "H", "H", "H", "H", "H", "H", "H", "H", "H", "H", "H", "H", "H", "H", "H", "H", "H", "H", "H", "H", "H", "H", "H", "H", "H", "H", "O", "H", "H", "O", "H", "H", "O", "H", "H", "O", "H", "H", "O", "H", "H", "O", "H", "H", "O", "H", "H", "O", "H", "H", "O", "H", "H", "O", "H", "H", "O", "H", "H", "O", "H", "H", "O", "H", "H", "O", "H", "H", "O", "H", "H", "O", "H", "H", "O", "H", "H", "O", "H", "H", "O", "H", "H", "O", "H", "H", "O", "H", "H"],
  "coordinates": [[-0.59, -4.42, 0.47], [-1.14, -4.81, -0.95], [-2.13, -3.77, -1.57], [-1.52, -2.32, -1.77], [-0.20, -2.30, -2.60], [0.60, -0.95, -2.48], [1.01, -0.53, -0.96], [1.54, -1.79, -0.02], [-0.21, 0.20, -0.46], [0.10, 1.55, -0.70], [-0.91, 2.44, -0.15], [-2.20, 2.23, -0.85], [-3.08, 1.10, -0.21], [-4.51, 1.54, 0.23], [1.58, 1.56, -0.04], [1.11, 1.14, 1.76], [2.85, 0.69, 2.98], [3.75, 1.86, 3.28], [3.74, -0.58, 2.44], [2.23, 0.19, 4.44], [2.37, 2.89, -0.18], [3.59, 2.85, 0.42], [1.64, 3.91, 0.46], [2.59, 3.34, -1.66], [3.21, 4.61, -1.63], [3.49, 2.51, -2.24], [2.12, 0.50, -0.79], [0.51, -4.52, 0.42], [-0.90, -3.42, 0.84], [-0.91, -5.14, 1.25], [-1.70, -5.78, -0.85], [-0.29, -5.04, -1.62], [-2.60, -4.12, -2.52], [-2.96, -3.65, -0.82], [-2.32, -1.77, -2.32], [-1.42, -1.90, -0.75], [0.50, -3.14, -2.40], [-0.49, -2.40, -3.68], [1.56, -1.09, -3.05], [0.05, -0.14, -3.03], [1.46, -2.78, -0.51], [1.07, -1.82, 0.99], [2.63, -1.62, 0.16], [0.17, 1.68, -1.81], [-0.62, 3.39, -0.40], [-2.03, 2.05, -1.94], [-2.76, 3.19, -0.77], [-3.16, 0.28, -0.96], [-2.57, 0.66, 0.67], [-4.58, 2.65, 0.36], [-4.77, 1.06, 1.20], [-5.31, 1.29, -0.50], [0.50, 2.33, 2.26], [3.59, -1.31, 3.07], [1.28, -0.01, 4.30], [1.64, 3.40, -2.22], [3.49, -1.33, -4.66], [4.10, -1.14, -3.94], [4.01, -1.17, -5.45], [2.33, 7.15, -0.10], [2.92, 6.76, -0.76], [1.96, 6.38, 0.36], [0.01, -1.39, 3.19], [-0.62, -1.03, 2.56], [-0.35, -2.26, 3.41], [0.07, -6.78, -3.28], [0.17, -7.71, -3.50], [0.47, -6.32, -4.03], [1.76, -5.78, 2.19], [2.27, -5.01, 2.46], [1.95, -6.44, 2.87], [5.80, -2.69, 4.36], [5.66, -2.06, 3.65], [6.42, -2.24, 4.94], [0.11, 5.05, -1.63], [-0.05, 5.69, -2.33], [0.76, 5.48, -1.06], [3.05, 2.79, 6.11], [3.21, 2.27, 5.30], [3.92, 3.13, 6.34], [-3.96, 0.75, 3.67], [-4.84, 1.05, 3.91], [-3.40, 1.07, 4.39], [-3.02, -4.64, 2.02], [-3.59, -4.23, 1.36], [-3.48, -5.46, 2.24], [-1.79, 1.16, 5.48], [-1.18, 1.38, 6.20], [-1.30, 1.41, 4.69], [6.51, -0.13, 4.57], [6.37, 0.40, 3.78], [5.72, 0.04, 5.10], [3.36, -3.26, -7.22], [2.53, -3.18, -7.69], [3.24, -2.72, -6.43], [-4.47, -2.28, -0.44], [-4.54, -1.75, -1.24], [-5.24, -2.01, 0.08], [-6.05, -2.68, -2.75], [-5.46, -3.13, -3.37], [-6.51, -3.39, -2.30], [-3.67, -6.62, -0.19], [-4.48, -6.29, -0.60], [-3.32, -7.26, -0.82], [-6.33, -0.56, 2.15], [-7.21, -0.26, 2.39], [-5.76, -0.24, 2.87], [0.19, 3.54, 4.27], [0.03, 4.18, 3.56], [0.85, 3.97, 4.83], [0.90, 8.12, -2.83], [0.61, 8.99, -2.56], [1.50, 7.84, -2.11], [-0.61, 4.12, -4.40], [-0.92, 4.99, -4.14], [-0.02, 3.85, -3.69], [3.24, 8.93, -5.06], [2.37, 8.99, -4.65], [3.51, 8.02, -4.90]],
  "lowdin_charge": [-0.111, -0.243, -0.213, -0.188, -0.208, -0.094, -0.839, -0.005, -0.075, -0.380, -0.005, -0.198, -0.211, -0.116, -0.446, 1.046, 0.387, -0.380, -0.177, -0.214, -0.381, 0.109, 0.036, -0.231, 0.017, 0.100, -0.013, 0.045, 0.063, 0.048, 0.070, 0.066, 0.098, 0.064, 0.102, 0.097, 0.089, 0.102, 0.081, 0.095, 0.037, 0.029, 0.052, 0.148, 0.067, 0.119, 0.106, 0.084, 0.103, 0.062, 0.030, 0.065, -0.057, 0.070, 0.025, 0.137, -0.050, 0.052, 0.030, -0.043, 0.035, 0.031, -0.099, 0.027, 0.054, -0.053, 0.030, 0.040, -0.055, 0.038, 0.031, -0.078, 0.002, 0.013, -0.044, 0.035, 0.012, -0.080, -0.023, 0.028, -0.052, 0.029, 0.004, -0.060, 0.023, 0.032, -0.056, 0.052, 0.030, -0.064, 0.050, 0.048, -0.062, 0.035, -0.002, -0.069, 0.023, 0.033, -0.055, 0.042, 0.038, -0.055, 0.042, 0.043, -0.048, 0.040, 0.001, -0.073, 0.035, 0.037, -0.049, 0.051, 0.011, -0.047, 0.024, 0.004, -0.068, 0.005, 0.032]
}

=====

> What is the formula in the first record?

C3H9N2O4S2Yb